[1]
Computed, not measured: a single C17H17FIN3 molecule at a distorted geometry, with the ωB97M-V functional and the def2-TZVPD basis.

Output
SMILES	CN(CCCF)c1ccc(-c2cn3cc(I)ccc3n2)cc1
E	-1219.765474	hartree
HOMO-LUMO gap	7.4362	eV

Each line ends with the natural charge from an NBO analysis.
Element x y z (Å)
C: 0.19 -3.11 2.81  -0.421
N: -0.23 -1.76 2.77  -0.451
C: -0.88 -1.26 4.09  -0.208
C: 0.06 -0.49 5.12  -0.445
C: 1.24 -1.30 5.61  0.049
F: 0.76 -2.52 5.92  -0.368
C: -0.29 -1.15 1.49  0.195
C: -0.46 0.27 1.41  -0.243
C: -0.36 0.82 0.13  -0.168
C: -0.26 0.12 -1.04  -0.120
C: -0.17 0.83 -2.37  0.113
C: -0.38 2.20 -2.62  -0.089
N: -0.12 2.35 -3.88  -0.314
C: -0.42 3.42 -4.78  -0.053
C: -0.09 3.27 -6.07  -0.142
I: -0.38 5.05 -7.27  0.124
C: 0.51 2.08 -6.64  -0.273
C: 0.64 0.99 -5.85  -0.179
C: 0.28 1.11 -4.42  0.304
N: 0.30 0.18 -3.54  -0.437
C: -0.18 -1.30 -0.87  -0.140
C: -0.24 -1.95 0.33  -0.301
H: -0.51 -3.92 2.44  0.175
H: 1.15 -3.18 2.29  0.199
H: 0.47 -3.38 3.84  0.221
H: -1.34 -2.08 4.69  0.218
H: -1.64 -0.48 3.81  0.207
H: 0.35 0.51 4.71  0.214
H: -0.56 -0.28 6.05  0.208
H: 1.98 -1.49 4.80  0.165
H: 1.67 -0.82 6.47  0.168
H: -0.65 0.86 2.31  0.209
H: -0.39 1.92 0.04  0.194
H: -0.77 3.02 -2.01  0.226
H: -0.79 4.33 -4.49  0.225
H: 0.75 2.00 -7.73  0.239
H: 1.07 0.01 -6.17  0.244
H: -0.10 -1.85 -1.82  0.225
H: -0.18 -3.05 0.44  0.232

=====

[2]
Computed, not measured: a molecular structure, C17H17IIrN6O6S, with the ωB97M-V functional and the def2-TZVPD basis.

Output
charge	+1
relative energy (zero: lowest compared OMol25 entry of this formula, charge and spin)	16.5	kcal per mole
E	-2238.158234	hartree
HOMO-LUMO gap	7.7647	eV

Each line ends with the natural charge from an NBO analysis.
Element x y z (Å)
Ir: 0.97 -0.32 -0.89  1.101
O: -1.72 3.29 0.95  -0.680
C: -0.80 2.53 0.33  0.760
O: -0.61 2.55 -0.85  -0.550
C: 0.01 1.73 1.32  0.089
C: -0.09 1.99 2.67  -0.195
C: 0.79 1.36 3.55  -0.129
C: 1.78 0.55 3.03  -0.176
C: 1.81 0.33 1.67  0.104
N: 0.90 0.86 0.82  -0.387
C: 2.96 -0.46 1.05  0.745
O: 3.82 -0.94 1.73  -0.554
O: 2.92 -0.42 -0.27  -0.742
H: -2.12 3.85 0.28  0.512
H: -0.83 2.69 3.03  0.257
H: 0.72 1.54 4.61  0.244
H: 2.54 0.09 3.64  0.270
I: 1.87 3.03 -6.05  0.237
C: 2.10 2.14 -4.21  -0.304
C: 3.25 2.06 -3.45  -0.023
N: 2.93 1.40 -2.33  -0.306
N: 1.64 1.03 -2.33  -0.280
C: 1.12 1.47 -3.47  -0.013
H: 4.24 2.43 -3.63  0.248
H: 3.52 1.06 -1.57  0.456
H: 0.08 1.31 -3.69  0.246
S: -1.20 -0.35 -1.82  -0.054
C: -2.35 0.01 -0.61  0.347
N: -3.53 0.56 -0.90  -0.568
C: -4.40 0.67 0.27  -0.227
C: -3.53 0.04 1.38  -0.225
N: -2.26 -0.21 0.69  -0.596
H: -3.79 0.80 -1.84  0.435
H: -5.34 0.14 0.12  0.222
H: -4.62 1.72 0.48  0.212
H: -3.95 -0.90 1.74  0.221
H: -3.39 0.70 2.23  0.218
H: -1.55 -0.81 1.11  0.457
O: -0.69 -2.31 2.00  -0.608
C: -0.05 -2.78 1.08  0.708
C: 0.24 -4.25 0.80  -0.509
C: 1.01 -4.26 -0.54  -0.498
C: 1.03 -2.81 -0.89  0.699
O: 1.42 -2.17 -1.89  -0.565
N: 0.51 -2.04 0.07  -0.643
H: -0.70 -4.79 0.74  0.254
H: 0.81 -4.67 1.63  0.261
H: 0.51 -4.83 -1.33  0.260
H: 2.03 -4.63 -0.46  0.267

=====

[3]
Computed, not measured: a molecular structure, C17H17IN4O2Sn at a distorted geometry, with the ωB97M-V functional and the def2-TZVPD basis.

Output
charge	+2
relative energy (zero: lowest compared OMol25 entry of this formula, charge and spin)	82.8	kcal per mole
E	-1538.819696	hartree
HOMO-LUMO gap (spin up / spin down)	3.1700 / 3.0960	eV

Each line ends with the natural charge from an NBO analysis.
Element x y z (Å)
Sn: 0.23 -0.71 -0.33  1.574
O: -1.84 4.72 -0.64  -0.642
C: -0.59 4.95 -0.31  0.392
C: -0.14 6.28 -0.28  -0.252
C: 1.16 6.59 0.07  -0.137
C: 2.05 5.57 0.40  -0.248
C: 1.63 4.25 0.37  -0.167
C: 0.34 3.91 -0.02  -0.215
C: -0.04 2.50 -0.11  0.629
O: 0.86 1.59 -0.20  -0.868
N: -1.33 2.22 -0.07  -0.455
N: -1.66 0.94 -0.02  -0.329
C: -2.85 0.56 0.25  0.083
C: -3.14 -0.86 0.39  0.136
C: -4.40 -1.28 0.82  -0.186
C: -4.63 -2.63 0.99  -0.108
C: -3.61 -3.53 0.71  -0.223
C: -2.40 -3.03 0.27  0.068
N: -2.15 -1.73 0.13  -0.539
H: -2.06 3.76 -0.56  0.507
H: -0.85 7.05 -0.53  0.247
H: 1.48 7.61 0.08  0.238
H: 3.07 5.81 0.69  0.226
H: 2.30 3.46 0.69  0.189
H: -3.65 1.28 0.42  0.229
H: -5.17 -0.55 1.03  0.250
H: -5.59 -2.98 1.35  0.254
H: -3.75 -4.59 0.82  0.253
H: -1.58 -3.69 0.01  0.206
C: 3.64 -5.76 -0.60  -0.583
C: 2.15 -5.52 -0.30  -0.553
C: 1.80 -4.15 -0.34  0.484
N: 1.53 -3.02 -0.38  -0.556
H: 3.84 -6.83 -0.56  0.250
H: 4.27 -5.26 0.13  0.223
H: 3.90 -5.40 -1.59  0.224
H: 1.91 -5.91 0.70  0.280
H: 1.53 -6.06 -1.03  0.280
I: 4.08 1.75 -0.70  0.771
C: 3.25 -0.09 -0.58  -0.387
H: 3.35 -0.63 0.35  0.228
H: 3.08 -0.62 -1.51  0.227